Entry 1:
146
Properties=species:S:1:pos:R:3:forces:R:3 method="wB97M-V/def2-TZVPD" total_charge=-1 gap_ha=0.2409 lumo_energy_ev=1.7502
C -5.085129 3.743510 -0.806544 0.1 -0.3 -0.2
C -4.099103 3.064358 -1.407813 0.8 0.8 -0.1
Nb -2.398958 2.160708 -0.257602 -1.8 -0.2 1.8
C -1.872535 1.020369 -2.140092 0.1 0.3 0.2
C -0.526560 0.296357 -2.101865 -0.2 0.0 -0.6
C -0.162164 -0.410246 -3.420602 0.1 0.2 0.3
C 1.351247 -0.544148 -3.593088 -0.1 -0.3 0.4
C 1.806423 -1.734932 -4.434024 0.3 0.0 0.0
C 3.263759 -1.618096 -4.891697 -0.1 0.3 0.2
C 4.282139 -2.071878 -3.852081 0.3 -0.1 -0.2
C 5.712581 -2.110175 -4.416280 -0.3 0.1 0.1
C 6.826129 -1.804804 -3.406379 0.5 -0.2 -0.2
C 7.738301 -2.994200 -3.026476 -0.3 0.0 0.3
C 7.702208 -3.376563 -1.534479 -0.1 0.2 -0.2
C 8.824097 -2.718863 -0.743993 -0.1 -0.3 0.3
C -3.429045 0.250576 0.412812 0.1 -0.4 -0.5
C -4.938839 0.301056 0.449933 0.0 -0.2 -0.1
O -5.496996 -0.931633 0.997104 -0.1 0.5 0.1
Si -5.862569 -0.970628 2.605700 0.2 -0.5 0.2
C -4.902159 0.264380 3.621083 -0.2 0.2 0.1
C -5.403256 -2.679801 3.198371 -0.3 -0.1 -0.3
C -7.703464 -0.677867 2.871507 0.0 0.0 -0.1
O -3.023941 3.177590 1.343945 0.7 -0.2 -1.1
C -2.593268 4.467596 1.730569 -0.4 0.0 0.5
C -1.557512 4.402864 2.854871 0.1 0.1 0.3
C -2.119957 4.719387 4.244786 0.3 -0.4 -0.1
C -0.405119 1.737724 0.769714 0.4 0.5 -0.5
C -0.252723 0.647264 1.643397 -0.2 0.1 -0.2
C 0.932127 0.393734 2.318753 0.1 0.1 0.1
C 2.030104 1.226215 2.149401 -0.1 -0.1 0.0
C 1.925486 2.304940 1.280922 0.0 -0.1 0.1
C 0.732915 2.546438 0.614222 -0.1 -0.1 0.1
H -6.048237 3.901714 -1.288391 0.0 0.3 -0.1
H -4.981460 4.138502 0.196538 -0.1 -0.2 0.2
H -4.241887 2.882257 -2.473680 -0.1 -0.4 0.0
H -1.405501 3.512519 -1.038324 0.2 -0.3 -0.2
H -1.816447 1.767952 -2.938950 -0.1 0.0 -0.1
H -2.679088 0.322973 -2.393934 -0.1 -0.1 -0.1
H 0.253281 1.036663 -1.909804 0.1 0.0 0.2
H -0.502682 -0.449111 -1.303330 0.2 0.1 0.2
H -0.580262 0.186522 -4.233174 0.0 -0.2 -0.2
H -0.625040 -1.400467 -3.439054 -0.1 0.0 -0.1
H 1.761687 0.392950 -3.976945 0.0 0.0 -0.1
H 1.768856 -0.666095 -2.587602 0.1 0.1 0.0
H 1.146107 -1.870034 -5.287852 -0.1 0.0 0.0
H 1.736309 -2.619476 -3.793575 -0.3 -0.2 -0.2
H 3.454721 -0.553885 -5.068593 0.1 0.0 -0.3
H 3.435224 -2.134285 -5.838052 0.0 -0.2 0.0
H 4.010653 -3.063864 -3.483777 -0.1 0.0 0.2
H 4.277424 -1.375046 -3.012763 -0.2 -0.1 0.1
H 5.885080 -3.083516 -4.878353 0.1 0.0 -0.1
H 5.753308 -1.377209 -5.225846 0.1 0.0 0.0
H 7.465923 -1.039256 -3.843346 -0.1 0.1 0.1
H 6.410460 -1.385259 -2.489604 -0.1 0.1 0.0
H 8.766287 -2.728633 -3.273561 0.1 -0.2 -0.1
H 7.461923 -3.868825 -3.615705 0.0 0.0 -0.2
H 7.738846 -4.461555 -1.429463 0.1 -0.1 0.1
H 6.746631 -3.060132 -1.110739 -0.1 -0.1 0.0
H 8.737208 -1.634268 -0.724213 0.1 0.1 -0.1
H 8.820487 -3.049845 0.295015 0.0 0.0 0.1
H 9.792047 -3.010519 -1.154460 0.1 0.2 -0.1
H -3.159430 -0.580332 -0.245740 0.1 -0.1 0.1
H -3.089083 -0.004836 1.418828 0.1 0.1 0.1
H -5.288632 1.151601 1.040313 -0.1 0.1 0.0
H -5.351113 0.401225 -0.553242 0.0 0.1 0.0
H -5.026984 0.005776 4.675949 0.0 0.0 0.1
H -5.280884 1.280071 3.500754 0.1 0.1 -0.1
H -3.837856 0.261767 3.401445 0.1 0.0 -0.1
H -4.529047 -3.005760 2.638304 0.2 0.0 0.1
H -6.201397 -3.397601 2.996462 -0.1 0.0 0.0
H -5.169297 -2.700549 4.260694 0.0 0.0 0.1
H -7.906782 -0.176931 3.817995 0.0 0.1 0.0
H -8.254265 -1.619208 2.870966 0.0 -0.1 0.0
H -8.084450 -0.070419 2.048908 -0.1 0.1 0.0
H -2.216158 5.046357 0.886488 0.1 -0.2 -0.2
H -3.467329 5.013307 2.110005 -0.1 0.1 0.0
H -1.133461 3.399709 2.877980 0.1 0.0 -0.2
H -0.725358 5.075555 2.640239 0.0 0.1 -0.1
H -2.875242 5.501751 4.213865 0.0 0.1 0.1
H -1.314514 5.017153 4.918721 0.0 0.1 0.1
H -2.559017 3.824445 4.683396 -0.3 0.0 0.0
H -1.074784 -0.035722 1.813539 -0.1 0.0 0.0
H 0.986752 -0.451094 2.993818 0.0 -0.1 0.0
H 2.945606 1.026694 2.689698 0.1 0.0 0.0
H 2.768147 2.968235 1.134748 0.1 0.0 0.0
H 0.669507 3.400753 -0.045454 0.0 0.0 -0.1
C -2.327773 2.631255 8.113041 0.1 0.0 0.0
S -3.383848 2.037084 6.783861 -0.1 0.0 -0.1
O -4.326915 1.062512 7.396166 0.0 0.0 0.1
C -2.107088 1.093141 5.947570 0.1 0.0 0.0
H -2.947267 3.219389 8.786766 0.0 0.0 0.0
H -1.904017 1.778782 8.643864 0.0 0.0 0.0
H -1.540498 3.257506 7.692973 0.0 0.0 0.0
H -1.702704 0.350913 6.636002 0.0 0.0 0.0
H -1.325517 1.768701 5.598785 0.0 0.0 0.0
H -2.567052 0.599285 5.096425 0.0 0.0 0.0
C 11.620484 0.591814 -1.283701 0.0 0.1 0.0
S 11.815944 0.076038 0.423688 0.0 0.0 0.0
O 10.462399 -0.269014 0.924314 -0.1 0.0 0.1
C 12.201689 1.701485 1.087566 0.0 0.1 -0.1
H 11.326952 -0.285307 -1.855792 0.0 0.0 0.0
H 10.836581 1.344303 -1.357080 0.0 0.0 0.0
H 12.572068 0.976441 -1.653348 0.0 0.0 0.0
H 11.383660 2.383694 0.857377 0.0 0.0 0.0
H 13.137181 2.058234 0.656017 0.0 0.0 0.0
H 12.308289 1.596814 2.164954 0.0 0.0 0.0
C -2.144395 -5.651891 4.801298 0.0 -0.1 0.0
S -1.244679 -4.138760 4.433600 0.1 0.0 0.0
O -2.248175 -3.157087 3.961788 0.0 0.1 0.0
C -0.412452 -4.762720 2.968317 0.0 -0.1 0.0
H -2.772620 -5.453165 5.666748 0.0 0.0 0.0
H -2.765401 -5.916089 3.945583 0.0 0.0 0.0
H -1.437566 -6.449435 5.031556 0.0 0.0 0.0
H -1.159016 -5.091667 2.245857 0.0 0.0 0.0
H 0.250178 -5.582725 3.246164 0.0 0.0 0.0
H 0.168523 -3.942623 2.551798 0.0 0.0 0.0
C 6.844256 2.967402 -3.467474 0.0 0.1 0.0
S 7.964699 1.696585 -4.055250 0.0 0.0 -0.1
O 9.022643 1.534622 -3.021465 0.1 0.0 0.0
C 8.696795 2.672890 -5.374634 0.0 0.1 0.0
H 6.322202 2.566075 -2.601612 0.0 0.0 0.0
H 7.416432 3.850456 -3.183473 0.0 0.0 0.0
H 6.125417 3.204168 -4.251445 0.0 0.0 0.0
H 9.143764 3.573026 -4.952756 0.0 0.0 0.0
H 7.928254 2.927758 -6.104120 0.0 0.0 0.0
H 9.463111 2.061484 -5.845870 0.0 0.0 0.0
C -11.273719 -0.592743 1.836279 0.0 0.0 -0.1
S -12.193222 -1.026852 3.312531 0.0 0.0 0.0
O -12.989160 -2.239938 2.987756 0.0 0.0 0.0
C -13.328479 0.365291 3.237162 0.0 0.1 0.0
H -10.524815 -1.362695 1.669475 0.0 0.0 0.0
H -11.956513 -0.547160 0.987651 0.0 0.0 0.0
H -10.775504 0.364453 1.986933 0.0 0.0 0.0
H -13.862106 0.343059 2.287194 0.0 0.0 0.0
H -12.768658 1.294017 3.346042 0.0 0.0 0.0
H -14.030643 0.259476 4.061110 0.0 0.0 0.0
C -3.308622 -0.878746 -7.279875 -0.1 0.0 0.0
S -2.318202 -1.631884 -5.982506 0.0 0.0 0.0
O -0.942471 -1.745545 -6.531267 0.0 0.0 -0.1
C -3.048174 -3.269160 -6.119068 -0.1 0.0 0.0
H -2.971771 0.149976 -7.385665 0.0 0.0 0.0
H -3.155978 -1.421036 -8.213083 0.0 0.0 0.0
H -4.358819 -0.893604 -6.988288 0.0 0.0 0.0
H -2.915113 -3.642000 -7.134721 0.0 0.0 0.0
H -4.105464 -3.216711 -5.859166 0.0 0.0 0.0
H -2.528113 -3.913523 -5.413769 0.0 0.0 0.0

---

Entry 2:
25
Properties=species:S:1:pos:R:3:forces:R:3 method="wB97M-V/def2-TZVPD" total_charge=-2 gap_ha="0.2000 / 0.1997" lumo_energy_ev="5.3820 / 5.3693" spin_multiplicity=3
C 2.209519 -0.341952 -0.138888 0.0 0.5 1.1
C 1.988525 1.075845 -0.288297 -0.1 -0.9 0.8
C 1.470012 1.580130 0.940315 1.9 -1.3 0.3
H 2.175725 1.649099 -1.180524 0.1 0.1 0.0
C 1.290184 0.476449 1.827067 0.7 -0.2 -0.8
C 1.776988 -0.711268 1.172961 0.3 0.7 -0.6
H 1.871775 -1.700607 1.620170 -0.3 0.3 -0.3
H 2.709515 -0.981598 -0.861730 -0.6 0.1 0.1
H 1.576211 2.610767 1.239405 -0.9 0.2 -0.1
H 0.910966 0.517135 2.834958 0.0 0.1 0.1
Ni -0.164014 0.130804 -0.068206 1.4 1.2 0.9
Br -0.331993 -1.498837 -1.621871 -0.9 -0.4 -0.8
C -1.637608 -5.076310 -1.855753 0.6 -0.3 -0.1
C -0.849348 -5.636244 -0.812214 0.2 0.1 -0.7
C 0.490513 -5.739850 -1.281706 -0.5 0.1 -0.4
H -1.212291 -5.951190 0.162155 0.0 0.1 0.0
C 0.527793 -5.244945 -2.615101 -0.6 -0.1 0.3
C -0.786581 -4.834221 -2.968489 0.1 -0.5 0.5
H -1.090364 -4.421123 -3.925927 0.0 0.1 0.1
H -2.706083 -4.883483 -1.820094 0.1 0.1 0.0
H 1.332660 -6.147817 -0.729676 0.0 0.1 0.0
H 1.401051 -5.204614 -3.260225 0.0 0.1 0.1
O -1.103546 4.188975 1.129924 -0.1 0.6 0.2
C -1.025436 3.051305 0.762208 0.1 -2.1 -0.7
N -0.889351 1.917997 0.417956 -1.8 1.4 -0.1

---

Entry 3:
14
Properties=species:S:1:pos:R:3:forces:R:3 method="wB97M-V/def2-TZVPD" total_charge=0 gap_ha="0.2752 / 0.2752" lumo_energy_ev="-1.1594 / -1.1595"
C -1.728032 -1.246071 0.352555 0.0 0.0 0.1
C -0.345878 -0.804508 0.056896 -0.1 0.0 -0.1
C 1.526021 0.777249 -0.272180 0.1 0.1 0.1
C 1.235432 0.852737 -1.709822 -0.2 0.0 -0.9
N 0.913968 0.865593 -2.821034 0.4 0.0 1.0
C 0.249525 0.354280 0.474103 -0.2 0.0 0.1
C -0.367366 1.040125 1.560310 0.4 0.0 -0.3
H -2.182743 -0.622971 1.121724 0.0 -0.1 -0.1
H -2.279683 -1.124993 -0.592273 0.0 -0.1 0.1
H -1.780243 -2.309724 0.605969 0.1 0.1 0.0
H 0.210962 -1.444425 -0.635536 -0.1 0.1 0.0
H 1.864791 1.757185 0.075680 -0.1 -0.1 0.0
H 2.351813 0.071657 -0.118882 -0.1 0.1 0.0
H 0.331434 1.833865 1.902492 -0.1 -0.1 0.0

---

Entry 4:
39
Properties=species:S:1:pos:R:3:forces:R:3 method="wB97M-V/def2-TZVPD" total_charge=0 gap_ha="0.1943 / 0.1945" lumo_energy_ev="-0.1865 / -0.2758" spin_multiplicity=6
Mn 0.104735 0.126818 -0.016860 0.1 -0.2 0.0
C -4.284184 -3.138945 0.362552 0.0 -0.1 0.0
N -4.274982 -1.693088 0.291788 0.1 0.3 0.0
C -5.379144 -0.865509 0.307304 -0.1 0.1 0.0
C -4.937237 0.399968 0.263054 -0.1 0.0 0.0
N -3.544066 0.356634 0.218555 -0.1 -0.3 0.1
C -3.137118 -0.955424 0.229887 0.1 -0.1 0.0
S -1.613609 -1.659154 0.185286 -0.2 -0.2 0.0
C -2.742534 1.522703 0.262463 0.4 0.1 -0.1
C -3.212815 2.629244 0.955613 -0.2 -0.1 0.0
C -2.505120 3.812795 0.879642 0.2 -0.1 -0.1
C -1.345250 3.841061 0.120603 -0.1 0.2 0.1
C -0.926326 2.678026 -0.483275 -0.1 -0.3 -0.2
N -1.593070 1.507654 -0.413342 -0.9 1.0 0.0
H -5.316994 -3.475286 0.395936 0.0 0.0 0.0
H -3.752991 -3.471183 1.253341 0.0 0.0 0.0
H -3.779409 -3.556561 -0.507501 0.0 0.0 0.0
H -6.382717 -1.249849 0.342633 0.0 0.0 0.0
H -5.485964 1.322304 0.218120 0.1 0.0 0.0
H -4.111936 2.543467 1.549184 0.0 0.1 0.0
H -2.845884 4.692196 1.407599 0.0 0.0 0.0
H -0.745550 4.735760 0.041260 0.0 0.0 0.0
H -0.020481 2.653270 -1.076729 0.1 0.0 0.1
Se 0.337261 1.178556 2.180802 -0.6 0.4 0.7
Se 2.516138 1.130371 2.898590 0.6 -0.1 -0.2
Te 3.448842 -1.013347 1.813039 -0.3 0.1 0.3
Se 2.130436 -1.100636 -0.292915 1.1 -0.6 -0.5
C -1.721983 -0.349197 -5.139388 -0.1 -0.1 0.1
N -0.569691 -0.033033 -4.306082 0.0 0.1 -0.1
C 0.778202 0.034568 -4.858066 0.1 0.0 0.1
C -0.727233 0.137937 -2.996244 -0.1 -0.1 -0.1
O 0.200928 0.369533 -2.225081 0.0 0.1 -0.2
H -1.432286 -0.310516 -6.184882 0.0 0.0 0.0
H -2.523257 0.373491 -4.982304 0.0 0.0 0.0
H -2.107429 -1.348610 -4.928216 0.0 0.0 0.0
H 0.732443 -0.060535 -5.938781 0.0 0.0 0.0
H 1.401315 -0.760891 -4.448033 0.0 0.0 0.0
H 1.240751 0.986012 -4.597190 0.0 0.0 0.0
H -1.768294 0.052799 -2.652960 0.0 0.0 0.1

---

Entry 5:
17
Properties=species:S:1:pos:R:3:forces:R:3 method="wB97M-V/def2-TZVPD" total_charge=-1 gap_ha="0.2834 / 0.1405" lumo_energy_ev="3.4638 / -0.0646" spin_multiplicity=2
N -1.296222 -1.631503 0.658903 1.2 0.0 -1.6
C 0.073659 -1.075462 0.358070 -2.6 0.2 2.2
O 2.031437 1.219816 0.735268 0.6 -1.0 -0.1
H -1.952599 -0.850654 0.431773 -0.2 0.1 0.9
H -1.529217 -2.363076 -0.024658 0.3 0.0 0.4
H 0.039048 -0.623174 -0.623431 0.4 0.5 -0.7
H 0.882138 -1.777289 0.431640 0.1 -0.5 0.1
H 0.156148 -0.248251 1.111809 0.4 -0.6 -1.0
H 2.729276 1.852493 0.588401 0.2 0.4 0.0
H 3.337318 -0.824016 -1.099652 1.8 -0.2 -0.9
O 2.475650 -0.685407 -0.768161 -1.4 -0.6 0.4
H -1.016722 1.889145 -1.804525 -0.5 0.2 -0.7
H 2.301255 0.422151 0.125140 -0.8 1.5 0.8
O -2.684891 0.748484 0.349632 -0.3 -0.6 -0.3
H -1.594868 1.115065 -0.429341 0.6 1.5 -0.4
H -3.230744 1.283562 0.934744 0.4 0.0 -0.2
O -0.720660 1.548110 -0.975614 -0.4 -1.0 1.1

---

Entry 6:
18
Properties=species:S:1:pos:R:3:forces:R:3 method="wB97M-V/def2-TZVPD" total_charge=0 smiles=CCSC.O.O gap_ha=0.3190 lumo_energy_ev=0.6157
C 1.027279 1.368258 -0.042070 1.2 -1.1 -0.4
C -0.490896 1.404326 0.072079 0.5 0.0 0.1
S -1.222394 0.167792 1.218985 0.2 0.6 -0.2
C -0.104695 0.223938 2.636785 -0.1 -0.1 -0.6
H 1.375163 0.670873 -0.815761 -0.4 0.2 -0.2
H 1.568322 0.942184 0.803092 -0.3 0.3 0.4
H 1.529429 2.314082 -0.251168 -0.4 0.2 0.0
H -0.919188 1.077551 -0.866514 -0.1 0.2 -0.2
H -0.766417 2.446181 0.239570 -0.5 -0.2 0.5
H -0.482052 -0.558038 3.289892 0.0 0.3 0.4
H 0.889305 -0.065624 2.314464 0.1 -0.1 0.1
H -0.061575 1.217952 3.074825 -0.2 -0.1 0.3
O 1.840781 -1.957414 -2.187774 -0.1 2.0 -0.5
H 2.729244 -2.169923 -2.469685 -0.3 -1.2 0.5
H 1.197562 -2.547370 -1.798612 0.7 -0.8 0.0
O -0.515477 -0.776420 -2.111097 -0.4 0.1 0.0
H -1.056844 -1.137036 -2.819220 0.0 0.1 -0.1
H 0.322315 -0.526797 -2.516731 0.1 -0.3 0.0

---

Summary of E in eV
-133753.16466; -126191.52218; -7820.99887; -266201.57657; -10892.09952; -18235.19976
(order as listed above)